Entry one
This record from OMol25 describes a single C2H7N3S molecule. The level of theory is ωB97M-V/def2-TZVPD.

Geometry as XYZ:
```
13
Properties=species:S:1:pos:R:3:nbo_charge:R:1
C 2.1901 -0.7617 0.2192 -0.45
N 1.1374 0.1998 -0.2820 -0.46
N -0.1111 -0.2160 -0.0109 -0.30
C -0.8696 0.7073 0.2085 0.22
N -2.2342 0.6781 0.1020 -0.79
S -3.0986 -0.7091 0.0980 0.23
H 3.1733 -0.5291 -0.5918 0.20
H 2.4694 -0.7792 1.3632 0.20
H 1.6132 -1.8252 -0.1414 0.22
H 1.4514 1.1532 0.1240 0.32
H -0.4914 1.7051 0.2620 0.13
H -2.6420 1.5751 -0.3247 0.40
H -2.5879 -1.1983 -1.0262 0.08
```

The charge is 0. The value obtained for the LUMO energy is 0.80 eV. The HOMO-LUMO gap is 0.32616 Ha. Its SMILES is CN/N=C/NS.

=====

Entry two
This record from OMol25 describes a single C2H7N3S molecule. The level of theory is ωB97M-V/def2-TZVPD.

Geometry as XYZ:
```
13
Properties=species:S:1:pos:R:3:nbo_charge:R:1
C 0.2845 1.3771 -0.1500 -0.70
C 0.2150 -0.1498 -0.2134 0.43
N 1.2250 -0.9283 -0.1326 -0.62
S 2.8008 -0.2584 0.1949 0.14
N -1.0428 -0.7512 -0.4745 -0.48
N -1.9732 -0.3453 0.5152 -0.66
H -0.5376 1.8253 -0.6953 0.24
H 0.0348 1.6856 0.8563 0.24
H 1.2496 1.7522 -0.3882 0.23
H 3.5427 -1.2357 -0.2238 0.11
H -0.9447 -1.7634 -0.6493 0.37
H -2.8432 -0.2196 0.0952 0.35
H -2.0109 -0.9886 1.2655 0.34
```

The charge is 0. The value obtained for the LUMO energy is 1.03 eV. The HOMO-LUMO gap is 0.34485 Ha. Its SMILES is C/C(=N\S)NN.

=====

Pick the least stable structure from those above. Pick: entry one